Entry 1:
DFT (wB97M-V/def2-TZVPD) results for a molecular structure, C43H62Br14I2O3 at a distorted geometry.

```
124
Properties=species:S:1:pos:R:3:mulliken_charge:R:1
C 4.95 -4.28 -0.24 -0.49
O 6.21 -4.38 -0.87 -0.46
C 6.18 -3.93 -2.22 1.67
C 7.61 -3.94 -2.76 -1.09
C 8.15 -2.57 -3.20 -0.34
C 7.89 -1.45 -2.20 -0.44
C 8.29 -0.03 -2.65 -0.99
C 8.08 0.32 -4.13 -0.87
C 6.64 0.76 -4.48 -0.73
C 5.70 -0.43 -4.59 0.48
C 4.26 -0.05 -5.04 -1.12
C 3.32 -0.16 -3.83 -0.12
C 1.98 0.57 -4.04 -1.33
C 0.75 -0.16 -3.55 0.61
C -0.16 -0.64 -4.48 -1.12
C -1.32 -1.31 -4.12 -0.88
C -1.66 -1.52 -2.79 0.15
C -2.92 -2.23 -2.48 -1.05
I -4.68 -1.06 -2.53 0.14
C -2.94 -3.53 -2.20 0.05
C -1.67 -4.34 -2.19 -1.14
I -4.69 -4.59 -1.74 0.09
C -0.77 -1.02 -1.82 1.19
C 0.42 -0.37 -2.20 0.93
C 1.32 0.06 -1.09 0.08
O 2.52 -0.07 -1.09 -0.54
C 0.64 0.62 0.11 0.45
C 1.17 1.71 0.78 -0.93
C 0.50 2.20 1.90 -0.45
C -0.67 1.58 2.31 -0.52
C -1.21 0.51 1.63 -1.01
C -0.55 0.01 0.51 0.05
C -1.03 -1.14 -0.33 0.07
O -1.54 -2.12 0.17 -0.58
H 4.32 -3.50 -0.69 0.12
H 4.39 -5.22 -0.29 0.21
H 5.11 -4.05 0.81 0.28
H 5.58 -4.65 -2.80 -0.77
H 5.68 -2.97 -2.32 -0.37
H 8.28 -4.43 -2.05 0.41
H 7.61 -4.58 -3.65 0.30
H 9.23 -2.67 -3.33 0.38
H 7.75 -2.36 -4.19 0.18
H 6.87 -1.46 -1.83 0.11
H 8.50 -1.68 -1.32 0.63
H 7.70 0.66 -2.05 0.28
H 9.33 0.19 -2.41 0.38
H 8.43 -0.44 -4.82 0.41
H 8.70 1.20 -4.32 0.40
H 6.33 1.45 -3.69 0.22
H 6.68 1.27 -5.44 0.40
H 6.11 -1.22 -5.23 0.54
H 5.62 -0.88 -3.59 -0.65
H 3.99 -0.77 -5.83 0.22
H 4.29 0.96 -5.45 0.50
H 3.12 -1.22 -3.66 0.31
H 3.84 0.30 -3.00 0.44
H 1.80 0.82 -5.09 0.65
H 2.03 1.52 -3.50 0.38
H 0.01 -0.50 -5.54 0.40
H -2.00 -1.66 -4.88 0.55
H -1.20 -4.30 -1.21 0.26
H -1.90 -5.39 -2.36 0.58
H -0.98 -4.04 -2.97 0.29
H 2.11 2.13 0.43 0.49
H 0.93 3.06 2.40 0.35
H -1.16 1.98 3.19 0.53
H -2.13 0.02 1.94 0.77
Br -4.91 -8.81 -1.26 -0.13
C -4.14 -9.24 0.47 -0.57
C -3.28 -8.10 0.97 -0.54
Br -1.57 -8.03 0.06 -0.12
H -3.59 -10.16 0.35 0.37
H -4.98 -9.40 1.13 0.34
H -3.04 -8.25 2.02 0.34
H -3.75 -7.13 0.84 0.31
Br 1.68 -5.82 -2.31 -0.10
C 2.15 -6.80 -3.92 -0.65
C 3.62 -6.70 -4.23 -0.66
Br 4.07 -4.96 -4.98 -0.14
H 1.52 -6.41 -4.72 0.40
H 1.87 -7.83 -3.71 0.37
H 3.90 -7.42 -4.99 0.41
H 4.24 -6.83 -3.35 0.35
Br -3.42 1.31 0.03 0.08
C -4.49 2.93 0.18 -0.64
C -5.81 2.68 0.85 -0.05
Br -7.08 1.82 -0.36 -0.17
H -4.61 3.33 -0.83 0.43
H -3.89 3.61 0.77 0.30
H -6.27 3.63 1.12 -0.18
H -5.74 2.05 1.73 0.37
Br 1.84 4.09 4.90 -0.15
C 0.87 5.77 5.07 -0.61
C -0.43 5.59 5.80 -0.59
Br -1.77 4.77 4.66 -0.03
H 0.73 6.16 4.06 0.38
H 1.54 6.43 5.62 0.37
H -0.85 6.55 6.09 0.37
H -0.33 4.96 6.68 0.27
Br -5.73 4.59 4.02 -0.09
C -6.58 6.34 3.89 -0.27
C -7.63 6.36 2.82 0.21
Br -6.83 6.46 1.04 -0.16
H -5.79 7.06 3.73 0.39
H -7.03 6.51 4.87 0.02
H -8.25 7.25 2.90 -0.50
H -8.27 5.48 2.83 0.41
Br -9.05 7.25 6.86 -0.14
C -9.78 9.02 6.54 -0.57
C -10.71 9.04 5.36 -0.59
Br -9.76 9.00 3.65 -0.15
H -8.94 9.70 6.42 0.38
H -10.32 9.28 7.45 0.34
H -11.28 9.97 5.34 0.32
H -11.40 8.20 5.35 0.39
Br -4.23 2.14 6.12 -0.08
C -3.46 1.36 7.72 -0.63
C -2.25 2.13 8.18 -0.58
Br -0.70 1.75 7.07 -0.12
H -3.24 0.32 7.50 0.37
H -4.25 1.40 8.47 0.32
H -1.96 1.83 9.19 0.37
H -2.40 3.20 8.15 0.33
```

- Calculated total energy: -1048535.342 eV
- E_HOMO: -8.12 eV
- LUMO energy: -0.006 Eh
- Gap between HOMO and LUMO: 7.96 eV

Entry 2:
DFT (wB97M-V/def2-TZVPD) results for a molecular structure, C43H62Br3N12O18 at a distorted geometry.

```
138
Properties=species:S:1:pos:R:3:mulliken_charge:R:1
C -0.93 -2.03 -0.35 0.50
C -0.48 -0.92 0.63 0.27
N -0.04 0.32 -0.09 1.10
C -0.90 1.18 -0.73 0.28
C -0.14 2.19 -1.17 0.84
N 1.21 1.90 -1.00 1.31
C 1.21 0.72 -0.32 -1.33
C 2.30 2.77 -1.31 0.43
H -1.11 -1.66 -1.36 -0.45
H -1.76 -2.66 -0.04 -0.38
H -0.10 -2.73 -0.49 0.28
H 0.30 -1.22 1.33 0.72
H -1.34 -0.65 1.24 -0.74
H -1.96 1.09 -0.60 -0.05
H -0.39 3.19 -1.53 -1.01
H 2.12 0.19 -0.07 0.63
H 1.89 3.78 -1.22 -0.23
H 2.61 2.72 -2.36 -0.64
H 3.09 2.81 -0.57 0.02
C -1.11 4.92 -0.51 0.70
O -1.83 5.00 0.56 -0.96
O 0.08 5.38 -0.63 -0.80
O -1.63 4.40 -1.56 -0.92
C -0.98 -0.36 -4.39 1.51
Br -0.65 0.67 -6.02 -0.11
Br 0.67 -1.25 -3.74 -0.15
Br -2.59 -1.48 -4.59 -0.10
H -1.12 0.32 -3.55 -1.30
C -5.55 2.44 0.21 -0.24
C -4.34 2.60 -0.48 -0.27
C -3.96 1.76 -1.53 -0.40
C -4.75 0.64 -1.79 -0.26
C -5.93 0.42 -1.08 -0.66
C -6.37 1.35 -0.10 0.60
O -7.51 1.08 0.58 -0.57
O -2.68 1.93 -1.97 -0.55
H -5.78 3.05 1.07 0.30
H -3.78 3.49 -0.18 0.50
H -4.44 -0.18 -2.43 0.24
H -6.44 -0.47 -1.43 0.42
H -7.65 1.88 1.10 0.30
H -2.42 2.85 -1.79 0.41
C -0.10 1.08 4.29 -0.89
C -1.29 1.34 3.63 -0.99
C -1.30 2.28 2.63 0.11
C -0.08 2.91 2.19 0.08
C 1.08 2.57 2.84 1.60
C 1.10 1.71 3.97 0.50
O 2.27 1.34 4.59 -0.50
O -2.39 2.67 1.94 -0.59
H -0.02 0.42 5.15 0.34
H -2.26 1.04 4.01 0.50
H -0.07 3.58 1.35 0.03
H 2.00 2.99 2.46 -1.04
H 2.08 0.56 5.11 0.30
H -2.17 3.44 1.37 0.26
C 2.92 4.76 1.15 -0.16
C 3.70 3.86 1.86 -0.84
C 4.91 3.44 1.36 0.27
C 5.40 3.92 0.15 -0.79
C 4.61 4.78 -0.60 -0.55
C 3.37 5.18 -0.09 -0.13
O 2.56 5.94 -0.87 -0.67
O 5.62 2.48 2.08 -0.59
H 1.91 5.06 1.42 0.70
H 3.29 3.57 2.82 1.11
H 6.30 3.43 -0.19 0.28
H 5.11 5.20 -1.47 0.45
H 1.59 5.70 -0.74 0.45
H 6.35 2.24 1.50 0.47
C -5.40 -1.24 3.47 -0.99
C -4.55 -0.45 2.74 -0.37
C -3.72 -1.03 1.75 0.45
C -3.54 -2.38 1.71 0.08
C -4.32 -3.26 2.44 -0.76
C -5.22 -2.62 3.32 -0.01
O -5.98 -3.46 4.15 -0.58
O -2.96 -0.21 0.97 1.04
H -6.06 -0.82 4.21 0.45
H -4.55 0.61 2.97 0.66
H -3.02 -2.87 0.90 -0.46
H -4.08 -4.31 2.37 0.58
H -5.81 -3.43 5.09 0.31
H -3.39 0.63 0.77 -0.86
C 1.67 -6.57 -1.95 -0.75
C 2.71 -7.02 -1.21 -0.44
C 2.63 -6.96 0.19 0.41
C 1.41 -6.68 0.79 -0.40
C 0.27 -6.35 0.01 -0.28
C 0.50 -6.19 -1.33 0.39
O -0.54 -5.73 -2.14 -0.65
O 3.74 -7.20 0.92 -0.60
H 1.72 -6.63 -3.03 0.43
H 3.64 -7.26 -1.71 0.39
H 1.26 -6.74 1.86 0.37
H -0.74 -6.29 0.38 0.34
H -1.23 -5.36 -1.57 0.47
H 3.74 -6.80 1.81 0.37
C 3.68 -4.48 3.11 0.60
O 3.87 -5.68 3.34 -0.78
N 2.94 -3.99 2.10 0.00
N 3.99 -3.53 4.04 -0.30
H 2.44 -4.64 1.51 0.11
H 2.93 -2.98 1.97 0.39
H 4.35 -3.59 4.97 0.18
H 3.67 -2.61 3.76 0.19
C 3.83 1.49 -4.71 0.61
O 4.60 0.66 -4.16 -0.75
N 2.49 1.34 -4.66 0.13
N 4.25 2.53 -5.42 -0.37
H 2.04 0.54 -4.25 -0.20
H 1.89 2.13 -4.87 0.23
H 3.50 3.09 -5.78 0.23
H 5.19 2.88 -5.38 0.23
C 4.10 -0.35 1.80 0.32
O 3.29 -1.18 2.23 -0.87
N 5.23 -0.57 1.09 -0.32
N 4.04 0.98 2.11 -0.03
H 5.55 -1.52 0.98 0.25
H 5.88 0.18 0.96 0.06
H 4.77 1.64 1.91 0.56
H 3.14 1.26 2.47 -0.27
C 0.65 4.00 -4.17 0.41
O 1.33 3.66 -5.15 -0.84
N 0.98 4.94 -3.29 -0.12
N -0.57 3.47 -3.92 -0.01
H 1.89 5.36 -3.28 0.24
H 0.33 5.03 -2.51 0.32
H -1.02 2.85 -4.56 0.05
H -1.22 3.85 -3.24 0.19
C -3.74 -4.83 -0.84 0.68
O -2.54 -4.68 -0.54 -0.58
N -4.35 -3.88 -1.57 -0.29
N -4.45 -5.96 -0.72 -0.46
H -3.85 -3.07 -1.91 0.08
H -5.32 -4.02 -1.79 0.13
H -5.43 -6.00 -0.92 0.17
H -3.84 -6.65 -0.30 0.28
```

- Calculated total energy: -310463.931 eV
- E_HOMO: -5.51 eV
- Total charge: -1
- LUMO energy: 0.046 Eh
- Gap between HOMO and LUMO: 6.76 eV

- The highest calculated total energy belongs to which entry?
  C43H62Br3N12O18

- Which value of E_HOMO does entry 2 give?
  -5.51 eV